# 1
Below is a 2-piece molecular cluster, C8H6O overall at a distorted geometry, with properties calculated with wB97M-V/def2-TZVPD.

Geometry as XYZ:
```
15
Properties=species:S:1:pos:R:3:nbo_charge:R:1
C 2.33 1.47 0.67 -0.538
C 3.29 2.22 0.40 0.151
C 0.74 -0.54 0.32 -0.191
C 2.71 -2.25 0.22 0.497
C -0.45 -1.07 0.06 -0.009
C 1.38 0.54 0.57 0.279
C -1.74 1.13 -0.16 -0.620
C -1.67 -0.39 -0.24 -0.464
O 3.40 -1.69 -0.49 -0.493
H -0.59 -2.20 -0.10 0.223
H -1.38 1.54 0.85 0.228
H -2.72 1.43 -0.53 0.230
H -0.92 1.42 -0.79 0.218
H -1.96 -0.84 -1.26 0.246
H -2.43 -0.78 0.48 0.244
```

Calculated values
Total energy   -383.40426 hartree
Largest force on an atom   3.91 eV/Å
Energy relative to the best compared isomer or geometry (same formula, charge and spin)   145.9 kcal per mole
LUMO (alpha / beta)   -2.06 / -2.06 eV

=====

# 2
Below is a single C8H7BO5 molecule at a distorted geometry, with properties calculated with wB97M-V/def2-TZVPD.

Geometry as XYZ:
```
21
Properties=species:S:1:pos:R:3:nbo_charge:R:1
C 2.22 -2.84 0.19 -0.208
C 1.62 -2.06 -0.48 -0.022
C 0.90 -0.98 -1.21 -0.511
C 0.95 0.25 -0.33 -0.018
C 0.07 0.58 0.60 -0.423
B -1.26 -0.17 1.04 1.187
O -1.27 -1.43 1.60 -0.898
O -2.46 0.48 0.85 -0.705
C -2.65 0.98 -0.48 -0.256
C 0.65 1.86 1.19 0.777
O 0.21 2.48 2.09 -0.494
O 1.82 2.23 0.53 -0.485
C 2.07 1.27 -0.41 0.757
O 2.97 1.23 -1.18 -0.500
H 2.78 -3.27 0.99 0.241
H -0.13 -1.31 -1.37 0.234
H 1.43 -0.81 -2.15 0.269
H -1.61 -2.04 0.94 0.505
H -3.66 1.37 -0.56 0.204
H -2.56 0.19 -1.23 0.166
H -1.96 1.80 -0.72 0.181
```

Calculated values
Total energy   -710.11163 hartree
Largest force on an atom   1.51 eV/Å
Energy relative to the best compared isomer or geometry (same formula, charge and spin)   0.0 kcal per mole
LUMO   -0.84 eV

=====

# 3
Below is a single C8H7Br2F molecule at a distorted geometry, with properties calculated with wB97M-V/def2-TZVPD.

Geometry as XYZ:
```
18
Properties=species:S:1:pos:R:3:nbo_charge:R:1
F -0.02 -0.35 2.66 -0.329
C -0.65 -0.30 1.51 0.470
Br -1.79 -2.11 1.63 -0.138
C -1.83 0.81 1.68 -0.495
Br -1.26 2.58 1.06 0.002
C 0.15 -0.20 0.24 -0.160
C -0.51 0.17 -0.92 -0.167
C 0.15 0.11 -2.08 -0.217
C 1.53 -0.19 -2.14 -0.180
C 2.17 -0.46 -0.98 -0.209
C 1.50 -0.60 0.21 -0.165
H -2.86 0.54 1.22 0.255
H -1.99 0.91 2.69 0.227
H -1.64 0.50 -0.84 0.234
H -0.21 0.20 -3.08 0.223
H 2.14 -0.22 -3.06 0.222
H 3.17 -0.73 -0.88 0.212
H 1.97 -0.67 1.10 0.215
```

Calculated values
Total energy   -5556.89284 hartree
Largest force on an atom   4.24 eV/Å
Energy relative to the best compared isomer or geometry (same formula, charge and spin)   12.7 kcal per mole
LUMO   -0.29 eV

=====

# 4
Below is a 3-piece molecular cluster, C8H7Br6NO2 overall at a distorted geometry, with properties calculated with wB97M-V/def2-TZVPD.

Geometry as XYZ:
```
24
Properties=species:S:1:pos:R:3:nbo_charge:R:1
O 0.71 1.28 -0.71 -0.380
N 0.65 0.68 -1.77 0.519
O 0.80 1.26 -2.83 -0.356
C 0.45 -0.77 -1.75 0.024
C -0.44 -1.42 -2.66 -0.172
C -0.66 -2.85 -2.61 -0.214
C 0.15 -3.56 -1.71 -0.186
C 1.04 -2.97 -0.83 -0.207
C 1.18 -1.55 -0.86 -0.179
H -0.98 -0.79 -3.35 0.236
H -1.24 -3.48 -3.27 0.235
H 0.16 -4.64 -1.66 0.215
H 1.54 -3.57 -0.09 0.227
H 1.85 -1.12 -0.14 0.238
Br 1.09 4.47 1.05 0.080
C 2.15 3.01 1.91 -0.452
Br 2.47 3.29 3.88 0.055
Br 3.75 2.53 0.87 0.108
H 1.40 2.22 1.97 0.212
Br -3.63 0.61 4.61 0.061
C -3.20 1.51 2.84 -0.421
Br -1.32 2.09 2.60 0.086
Br -4.48 3.03 2.40 0.059
H -3.43 0.73 2.10 0.212
```

Calculated values
Total energy   -15958.20661 hartree
Largest force on an atom   2.95 eV/Å
Energy relative to the best compared isomer or geometry (same formula, charge and spin)   27.4 kcal per mole
LUMO   -0.78 eV

=====

# 5
Below is C8H7BrN2O4 as an isolated structure at a distorted geometry, with properties calculated with wB97M-V/def2-TZVPD.

Geometry as XYZ:
```
22
Properties=species:S:1:pos:R:3:nbo_charge:R:1
C -1.75 1.32 1.94 -0.161
C -2.16 0.97 0.61 -0.211
C -0.42 1.21 2.37 -0.217
C -1.22 0.62 -0.29 -0.148
C 0.48 0.68 1.49 -0.159
C 0.12 0.42 0.15 -0.192
C 0.66 -1.72 -1.40 -0.231
C 1.19 0.09 -0.76 0.069
N 0.49 -2.40 -0.11 0.491
N 1.13 0.71 -2.15 0.498
O 1.37 -3.08 0.40 -0.367
O 0.17 0.45 -2.81 -0.384
O -0.62 -2.17 0.35 -0.388
O 2.08 1.37 -2.46 -0.322
Br 3.05 -0.08 -0.18 0.144
H -2.61 1.68 2.52 0.220
H -3.11 1.14 0.13 0.227
H -0.01 1.53 3.28 0.222
H -1.31 0.47 -1.28 0.224
H 1.43 0.63 2.01 0.235
H 1.36 -2.21 -1.94 0.210
H -0.31 -1.62 -1.85 0.239
```

Calculated values
Total energy   -3293.24956 hartree
Largest force on an atom   5.12 eV/Å
Energy relative to the best compared isomer or geometry (same formula, charge and spin)   50.2 kcal per mole
LUMO   -0.97 eV

=====

# 6
Below is C8H7Cl2LuMnN3O4 as an isolated structure at a distorted geometry, with properties calculated with wB97M-V/def2-TZVPD.

Geometry as XYZ:
```
26
Properties=species:S:1:pos:R:3:mulliken_spin:R:1
Lu -1.31 -0.63 -5.87 0.000
Mn 0.60 2.07 -0.04 4.151
Cl -1.56 -1.99 -3.95 0.000
Cl 0.67 2.21 -2.25 -0.022
C 2.19 2.72 0.62 -0.169
C 0.88 -1.34 -5.94 0.000
C 0.23 1.09 -5.83 0.000
O 3.17 3.33 0.80 0.123
O 2.01 -1.56 -5.81 0.000
O 1.10 1.85 -6.00 0.000
C -2.51 0.36 3.49 0.001
N -1.36 -0.09 2.69 0.000
C -0.75 -1.30 2.93 0.004
C 0.32 -1.71 2.20 0.003
C 0.81 -0.88 1.19 -0.009
N 0.27 0.34 1.02 -0.116
C -0.82 0.76 1.77 -0.011
O -1.24 1.92 1.54 0.057
N 1.83 -1.20 0.37 -0.019
H -2.96 1.22 2.99 0.000
H -2.16 0.63 4.49 -0.001
H -3.21 -0.48 3.55 0.000
H -1.23 -1.86 3.73 0.000
H 0.80 -2.68 2.37 -0.001
H 2.21 -2.13 0.39 0.001
H 2.02 -0.64 -0.45 0.005
```

Calculated values
Total energy   -4079.56582 hartree
Largest force on an atom   11.57 eV/Å
Energy relative to the best compared isomer or geometry (same formula, charge and spin)   9.2 kcal per mole
Spin multiplicity   5
LUMO (alpha / beta)   -17.16 / -15.69 eV
Total charge   +4

=====

# 7
Below is a single C8H7ClFN3 molecule at a distorted geometry, with properties calculated with wB97M-V/def2-TZVPD.

Geometry as XYZ:
```
20
Properties=species:S:1:pos:R:3:nbo_charge:R:1
N -0.31 -1.26 -2.35 -0.810
C 0.05 -0.02 -1.91 0.591
F -1.13 0.98 -2.47 -0.523
C -0.03 0.10 -0.42 -0.112
C -0.65 -0.81 0.43 -0.173
C -0.72 -0.59 1.79 -0.231
C -0.12 0.54 2.33 -0.193
C 0.50 1.49 1.52 -0.198
C 0.63 1.24 0.14 0.149
N 1.39 2.11 -0.61 -0.443
C 1.66 1.72 -1.80 0.306
N 1.23 0.55 -2.37 -0.416
Cl 1.75 0.13 -3.93 0.182
H -0.48 -1.37 -3.30 0.398
H -1.02 -1.78 -1.71 0.403
H -1.33 -1.66 0.09 0.204
H -1.17 -1.42 2.33 0.223
H -0.01 0.85 3.47 0.229
H 1.04 2.37 1.94 0.232
H 2.40 2.08 -2.37 0.182
```

Calculated values
Total energy   -1033.31683 hartree
Largest force on an atom   3.58 eV/Å
Energy relative to the best compared isomer or geometry (same formula, charge and spin)   0.0 kcal per mole
LUMO   0.31 eV

=====

# 8
Below is a 2-piece molecular cluster, C8H7ClN2 overall at a distorted geometry, with properties calculated with wB97M-V/def2-TZVPD.

Geometry as XYZ:
```
18
Properties=species:S:1:pos:R:3:nbo_charge:R:1
N 1.70 -1.32 -0.93 -0.314
C 0.66 -1.02 -0.58 0.276
C -0.57 -0.55 -0.17 -0.187
C -1.53 -1.54 0.17 -0.161
C -2.83 -1.13 0.50 -0.204
C -3.14 0.25 0.48 -0.191
C -2.19 1.15 0.16 -0.207
C -0.93 0.80 -0.23 -0.155
H -1.39 -2.62 0.30 0.236
H -3.51 -1.91 0.88 0.225
H -4.12 0.69 0.76 0.225
H -2.37 2.23 0.25 0.220
H -0.24 1.62 -0.52 0.233
H 2.61 1.05 -0.29 0.347
N 3.44 1.33 0.24 -0.615
C 4.50 0.67 -0.11 0.070
Cl 4.45 -0.57 -1.32 0.001
H 5.47 0.89 0.41 0.202
```

Calculated values
Total energy   -878.69937 hartree
Largest force on an atom   3.06 eV/Å
Energy relative to the best compared isomer or geometry (same formula, charge and spin)   0.0 kcal per mole
LUMO   0.10 eV